Entry 1:
Entry from the OMol25 dataset: a 3-piece molecular cluster, C4H12O4 overall (wB97M-V/def2-TZVPD).

Output
SMILES: CCCC(=O)O.O.O
HOMO energy: -10.16 eV
DFT total energy: -460.5512 Eh
Gap between HOMO and LUMO: 0.3870 hartree

CARTESIAN COORDINATES (ANGSTROEM)
O (-1.67643, 2.10840, -1.95262)
O (2.03523, -2.83473, -0.45562)
O (0.49750, -2.12005, -1.87724)
O (-1.34289, -0.91768, 2.46261)
C (0.67797, -0.93610, 0.21915)
C (0.44623, 1.54886, 0.31347)
C (0.94021, 0.38991, -0.52942)
C (1.11945, -2.10088, -0.67141)
H (0.61228, 2.57906, 0.02596)
H (-0.91489, -1.70423, 2.76620)
H (-0.31011, -1.03977, 0.66766)
H (-0.40086, -1.83774, -1.81450)
H (-1.09205, 2.47005, -1.28201)
H (0.79579, 1.48472, 1.34505)
H (-2.59415, 1.96754, -1.77280)
H (0.41491, 0.46051, -1.47910)
H (-1.91991, -0.42474, 3.06706)
H (-0.64203, 1.51239, 0.48576)
H (2.02935, 0.38243, -0.62618)
H (1.32441, -0.98797, 1.10799)

Entry 2:
Entry from the OMol25 dataset: a 4-piece molecular cluster, C18H45ClN3O6 overall (wB97M-V/def2-TZVPD).

Output
HOMO energy: -4.26 eV
DFT total energy: -1788.6388 Eh
Charge: -1
Gap between HOMO and LUMO: 0.2609 hartree

CARTESIAN COORDINATES (ANGSTROEM)
Cl (-24.10454, 15.50178, 3.84909)
O (-26.79813, 12.60766, 4.53068)
O (-25.27484, 12.38133, 7.47113)
O (-24.66905, 18.92992, -1.07913)
O (-27.37223, 16.52618, 0.90446)
O (-20.04947, 16.13026, 7.09213)
O (-23.18146, 13.32978, 0.33455)
N (-23.15964, 14.22543, 7.66545)
N (-24.88521, 12.30993, 2.46657)
N (-26.36117, 19.12997, 1.26306)
C (-24.56575, 14.66141, 7.74627)
C (-23.73196, 12.04967, 0.26049)
C (-20.86317, 14.97763, 7.20448)
C (-22.34616, 15.31894, 7.16313)
C (-23.70166, 18.39369, -1.95147)
C (-24.11450, 19.25197, 0.17155)
C (-20.09678, 16.70871, 5.78988)
C (-25.90256, 11.26070, 8.03618)
C (-27.16913, 17.01078, 2.22159)
C (-25.16332, 19.93349, 1.02687)
C (-23.93574, 11.53958, 1.67132)
C (-27.19695, 12.61480, 3.18782)
C (-26.23356, 11.79896, 2.37499)
C (-26.36279, 15.59050, 0.51792)
C (-26.10121, 18.08319, 2.26307)
C (-25.51734, 13.56350, 8.17026)
C (-23.03241, 13.96111, -0.91761)
C (-27.82179, 13.03034, 5.37874)
H (-22.55127, 16.23955, 7.74469)
H (-24.21817, 18.02236, -2.83445)
H (-25.95041, 15.04677, 1.36905)
H (-28.22056, 12.21769, 3.07919)
H (-28.12583, 14.06475, 5.15755)
H (-26.91983, 11.52594, 8.35258)
H (-24.72783, 20.18057, 2.00014)
H (-24.00283, 14.12094, -1.40422)
H (-23.15242, 11.34235, -0.35613)
H (-24.17978, 10.46944, 1.66839)
H (-24.83965, 15.19328, 6.83675)
H (-26.87694, 16.17746, 2.86579)
H (-26.05740, 18.54083, 3.25364)
H (-26.54803, 18.62160, 0.40113)
H (-25.58945, 16.12852, -0.03450)
H (-23.16048, 17.56861, -1.47216)
H (-24.86871, 13.24564, 2.06629)
H (-25.14216, 17.57297, 2.09680)
H (-25.43142, 13.41423, 9.26282)
H (-22.97029, 11.53251, 2.19669)
H (-26.27243, 10.75392, 2.70598)
H (-22.81487, 14.05688, 8.60721)
H (-19.29445, 17.44707, 5.79436)
H (-19.80607, 15.96967, 5.03388)
H (-24.71711, 12.09342, -0.24770)
H (-26.56929, 11.72522, 1.31925)
H (-28.71195, 12.38613, 5.30872)
H (-22.58957, 14.93656, -0.72405)
H (-26.86287, 14.85687, -0.12197)
H (-27.26729, 13.64186, 2.79232)
H (-22.60370, 15.53671, 6.12312)
H (-28.09642, 17.45633, 2.59590)
H (-24.55011, 15.40802, 8.56558)
H (-25.96841, 10.50073, 7.25717)
H (-21.08085, 17.12710, 5.59251)
H (-20.63142, 14.32249, 6.35436)
H (-23.22000, 19.89500, 0.13842)
H (-26.56218, 13.88840, 8.02671)
H (-22.35904, 13.37505, -1.55457)
H (-23.77475, 18.33733, 0.68024)
H (-25.30995, 10.84930, 8.86190)
H (-20.61044, 14.44915, 8.12827)
H (-22.97020, 19.15760, -2.24171)
H (-27.46201, 13.01624, 6.40680)
H (-25.46323, 20.88955, 0.58539)

Entry 3:
Entry from the OMol25 dataset: one molecule with the formula C11H10O3S (wB97M-V/def2-TZVPD).

Output
Expectation value of S²: 2.0519
HOMO energy (spin up / spin down): -5.27 / -9.19 eV
DFT total energy: -1048.7989 Eh
Spin multiplicity: 3
Gap between HOMO and LUMO (spin up / spin down): 0.2181 / 0.2166 hartree

CARTESIAN COORDINATES (ANGSTROEM)
S (-2.04168, 0.30246, -0.64640)
O (2.55505, -0.87237, 3.61461)
O (-2.49300, -0.81568, 0.18387)
O (-1.31637, 2.41726, 0.98527)
C (-0.36436, -1.69120, -1.59991)
C (-0.03070, 0.50305, -2.54377)
C (1.01553, 0.01152, -3.30617)
C (-0.02302, 1.41358, 2.88620)
C (1.47388, -0.45448, 3.51346)
C (-0.70165, -0.35352, -1.68944)
C (-1.12035, 1.32945, 1.84693)
C (0.28033, 0.03542, 3.42729)
C (0.67824, -2.17955, -2.36842)
C (1.36759, -1.32551, -3.21701)
C (-0.83421, 1.24052, 0.41470)
H (-2.03622, 0.84990, 2.18866)
H (0.18606, 1.27316, 0.04523)
H (-0.36583, 2.06667, 3.69622)
H (-0.55403, -0.57682, 3.72513)
H (2.18299, -1.70627, -3.81455)
H (-0.31584, 1.54501, -2.60142)
H (1.55948, 0.67158, -3.96466)
H (0.87465, 1.85531, 2.45243)
H (-0.92897, -2.31756, -0.92382)
H (0.95242, -3.22192, -2.30442)

Entry 4:
Entry from the OMol25 dataset: a 2-piece molecular cluster, CH2N3O overall (wB97M-V/def2-TZVPD).

Output
HOMO energy: -2.79 eV
DFT total energy: -278.7628 Eh
Charge: -1
Gap between HOMO and LUMO: 0.2795 hartree

CARTESIAN COORDINATES (ANGSTROEM)
O (1.68581, -0.82292, -0.07296)
N (-0.78653, -1.36086, 0.35786)
N (-1.15318, -0.26911, 0.04281)
N (1.00869, 1.45956, 0.14215)
C (1.38413, 0.33257, 0.06947)
H (-0.67401, 0.77840, 0.44570)
H (-1.46492, -0.11764, -0.98502)

For reference, max |F| by record: 2.026 1.418 5.241 3.534 eV/A.